The following is a quantum chemistry calculation of 2 unconnected molecules or ions with the total composition C3H6NO2S in a non-equilibrium geometry, from the OMol25 dataset.

Computed properties:
* charge: -1
* HOMO: -3.898 eV
* energy above the lowest of the compared OMol25 structures with the same formula, charge and spin: 91.8 kcal per mole
* LUMO: 4.028 eV
* 2S+1: 1

Each line ends with the Mulliken charge.
CARTESIAN COORDINATES (ANGSTROEM)
C (0.3548, -0.8693, -1.0475)  -0.802
C (0.2325, -0.2451, 0.1318)  0.215
C (0.5969, 1.1654, 0.3992)  -1.055
N (-2.3022, 0.1024, -0.4057)  -0.351
O (-4.1024, -1.2336, 0.9241)  -0.572
O (-4.7853, 0.8314, -0.2385)  -0.548
S (-3.6810, -0.0533, 0.1159)  0.508
H (0.5509, -0.5208, -1.9796)  0.348
H (0.1472, -1.9484, -0.9782)  0.196
H (-0.1284, -0.9866, 0.9492)  0.167
H (1.3282, 1.3560, 1.3095)  0.217
H (-0.2851, 1.6915, 0.4348)  0.320
H (1.0715, 1.6113, -0.3905)  0.357

Cartesian forces (eV/Å) of the 6 atoms listed first:
C -0.48 -2.10 3.65
C 0.87 -2.55 0.13
C 1.63 -1.24 2.90
N -2.15 0.19 0.90
O -0.01 1.25 -0.48
O -0.53 0.03 0.35